{"formula": "C3H10N2O2", "method": "wB97M-V/def2-TZVPD", "smiles": "CCNC(N)=O.O", "de_lowest_kcal_mol": 2.4, "lumo_ev": 0.671, "energy_ha": -380.3328, "largest_force_ev_per_a": 1.52, "homo_ev": -9.7, "total_charge": 0, "gap_ev": 10.4, "species": ["C", "N", "C", "N", "O", "C", "H", "H", "H", "H", "H", "H", "H", "H", "H", "H", "O"], "coordinates": [[1.1443, -0.7875, 0.6652], [-0.2675, -0.3704, 0.6911], [-1.2032, -0.6253, -0.2664], [-1.0303, -1.6816, -1.1301], [-2.2208, 0.0673, -0.2935], [1.9432, 0.2105, -0.1994], [1.2766, -1.8146, 0.3443], [1.4600, -0.6668, 1.6997], [-0.4140, 0.4856, 1.2095], [-1.5846, -1.5431, -1.9708], [-0.0651, -1.9047, -1.3608], [1.6297, 1.2273, 0.0459], [1.6804, 0.0521, -1.2454], [3.0184, 0.2034, -0.0218], [-2.2575, 1.7482, 0.5844], [-1.3643, 2.9205, 0.2438], [-1.7453, 2.4793, 1.0043]], "atomic_forces_ev_per_a": [[-0.24, 1.50, 0.10], [0.81, -1.00, -0.28], [-0.47, 1.18, 0.80], [0.65, 0.07, -0.59], [-0.22, -0.42, -0.43], [-0.37, -0.04, 0.19], [-0.11, -0.16, 0.09], [0.25, -0.45, 0.03], [-0.41, 0.01, -0.18], [0.00, -0.16, 0.35], [-0.33, -0.07, 0.17], [-0.13, -0.05, 0.07], [0.37, 0.04, -0.13], [0.03, -0.42, -0.24], [0.42, 0.24, 0.33], [0.11, 0.23, -0.10], [-0.35, -0.51, -0.17]]}

{"formula": "C10H20N5", "method": "wB97M-V/def2-TZVPD", "smiles": "[H]/N=C/[C@H](/C=[N+](C)\\N=C/NC)CN=C(C)C", "de_lowest_kcal_mol": 126.5, "lumo_ev": -3.905, "energy_ha": -666.4142, "largest_force_ev_per_a": 4.29, "homo_ev": -12.4, "total_charge": 1, "gap_ev": 8.4, "species": ["C", "C", "C", "C", "C", "C", "C", "C", "C", "C", "N", "N", "N", "N", "N", "H", "H", "H", "H", "H", "H", "H", "H", "H", "H", "H", "H", "H", "H", "H", "H", "H", "H", "H", "H"], "coordinates": [[0.6436, -0.0111, 3.3292], [0.8678, 1.1543, 1.3800], [0.9742, 0.1519, -1.7441], [-0.7776, -1.9494, -0.6527], [0.1361, -2.9941, -0.1062], [-1.4561, -2.0972, -1.9673], [1.3780, 2.9551, -0.0300], [-1.0151, 1.6670, -2.1052], [-0.8587, -0.6951, 1.4353], [0.5654, -0.1902, 1.8963], [1.5684, 0.5736, -0.6991], [-0.0139, 0.8064, 3.9479], [1.2171, 1.5509, 0.1680], [-1.1666, -0.9363, 0.0549], [-0.0520, 0.6915, -2.4563], [1.4374, -0.6460, 3.7038], [0.6156, 2.0052, 1.9631], [1.3293, -0.8227, -2.1183], [0.7360, -3.6467, -0.7595], [-0.3939, -3.6940, 0.6166], [0.7971, -2.4466, 0.6109], [-0.9850, -1.4609, -2.7727], [-2.5151, -1.8830, -1.9725], [-1.4075, -3.2030, -2.2729], [2.1869, 3.5485, 0.4598], [0.4200, 3.4035, 0.4318], [1.4255, 3.0269, -1.0808], [-1.9525, 1.3243, -1.4374], [-0.6363, 2.5390, -1.6001], [-1.5582, 2.1105, -2.9577], [-1.6521, 0.0800, 1.7077], [-1.1055, -1.4784, 2.0587], [1.2925, -0.8495, 1.4843], [0.0574, 1.1337, 4.9040], [-0.1022, 0.2823, -3.4197]], "atomic_forces_ev_per_a": [[2.27, -2.34, 1.77], [-0.65, 1.19, -2.85], [-1.42, 1.09, -0.64], [-1.30, 1.07, 1.65], [0.66, -0.49, 2.14], [0.72, -1.93, -1.95], [-1.58, 2.40, 0.90], [-3.63, 0.87, 1.34], [-1.05, 3.03, -0.39], [-1.21, 0.99, -2.95], [1.60, -1.19, 0.31], [-2.25, 2.79, 0.19], [-0.59, -2.51, 3.43], [0.59, -0.81, -1.57], [1.06, -1.63, -1.77], [0.28, -0.22, 0.97], [-0.09, 0.35, 0.95], [0.21, 0.80, -0.13], [-0.40, 0.59, -0.11], [0.13, 0.70, -1.06], [-0.04, -0.74, -0.82], [-0.48, -1.00, 0.85], [-0.15, 0.46, 0.43], [0.19, 1.58, 0.13], [-0.04, -1.36, -0.32], [1.39, -0.32, -1.31], [0.00, 0.97, -1.14], [2.38, 0.00, -1.18], [0.54, 0.15, 0.28], [0.73, -0.55, -0.15], [1.44, -0.62, 0.10], [-0.29, -2.25, 1.29], [0.76, -0.68, -0.01], [0.50, -1.05, 0.08], [-0.27, 0.65, 1.54]]}

{"formula": "C6H11N", "method": "wB97M-V/def2-TZVPD", "smiles": "C=CC/C(C)=C/N", "de_lowest_kcal_mol": 54.1, "lumo_ev": 1.124, "energy_ha": -289.8855, "largest_force_ev_per_a": 2.57, "homo_ev": -7.3, "total_charge": 0, "gap_ev": 8.4, "species": ["C", "C", "C", "N", "C", "C", "C", "H", "H", "H", "H", "H", "H", "H", "H", "H", "H", "H"], "coordinates": [[1.3689, -1.7058, 0.5644], [0.6152, -0.4111, 0.3868], [0.7148, 0.2008, -0.8363], [1.4090, -0.3520, -1.8732], [-0.5752, 0.0909, 1.2205], [-1.7645, 0.5834, 0.3978], [-1.9997, 1.8914, 0.2736], [2.4364, -1.4680, 0.5521], [1.0708, -2.3629, -0.2551], [1.0832, -2.2229, 1.4827], [0.4892, 1.2363, -1.0531], [1.7420, 0.0515, -2.7282], [1.5097, -1.3490, -1.9816], [-0.9895, -0.7013, 1.8464], [-0.2811, 0.9341, 1.8520], [-2.5680, -0.1454, 0.3132], [-2.8136, 2.2944, -0.3166], [-1.5623, 2.7367, 0.8101]], "atomic_forces_ev_per_a": [[-0.98, 0.41, 0.30], [-1.42, 1.01, -1.88], [1.24, -0.07, 0.84], [1.13, -1.52, -1.17], [0.01, 0.18, 0.06], [0.44, 0.77, 1.88], [-0.97, 0.39, -0.26], [-0.03, -0.46, -0.10], [0.45, -0.36, 0.01], [0.21, 0.14, 0.04], [-0.87, -0.10, 0.31], [-0.43, 1.02, 0.30], [-0.13, 0.00, 0.67], [0.43, -0.12, 0.25], [0.09, -0.18, 0.28], [0.26, 0.01, -1.29], [-0.49, -0.48, 0.01], [1.06, -0.65, -0.26]]}

{"formula": "C3H10N", "method": "wB97M-V/def2-TZVPD", "de_lowest_kcal_mol": 36.2, "lumo_ev": -5.673, "energy_ha": -174.7539, "largest_force_ev_per_a": 1.61, "homo_ev": -15.6, "total_charge": 1, "gap_ev": 9.9, "species": ["C", "H", "H", "H", "H", "C", "C", "N", "H", "H", "H", "H", "H", "H"], "coordinates": [[-2.1302, -2.7400, -2.0531], [-2.4119, -3.7567, -1.7682], [-1.2255, -2.7624, -2.6496], [-1.9856, -2.1683, -1.1324], [-3.0113, -2.3193, -2.5193], [-0.2104, 1.6898, 0.8307], [1.7482, 0.2918, 0.4615], [1.1582, 1.2103, 1.1255], [-0.2673, 2.7183, 1.1913], [-0.8943, 1.1857, 1.4946], [-0.4052, 1.6268, -0.2257], [1.2716, -0.2824, -0.3207], [2.8158, 0.2041, 0.5624], [1.8010, 1.8041, 1.6444]], "atomic_forces_ev_per_a": [[-0.45, -0.31, 0.87], [0.24, 0.05, 0.00], [-0.14, 0.17, -0.25], [0.22, -0.09, -0.03], [0.15, 0.20, -0.58], [0.32, 0.70, 1.41], [0.16, 0.68, -0.21], [0.59, -0.17, -1.49], [0.18, 0.07, -0.42], [-0.39, -0.61, -0.25], [-0.23, -0.22, -0.17], [-0.47, -0.13, 0.22], [0.25, -0.33, 0.36], [-0.43, 0.00, 0.53]]}

{"formula": "C28H26AuN3O8", "method": "wB97M-V/def2-TZVPD", "multiplicity": 3, "de_lowest_kcal_mol": 5.1, "lumo_ev": [-0.559, -2.373], "energy_ha": -1984.3642, "largest_force_ev_per_a": 0.72, "homo_ev": [-8.0, -8.2], "total_charge": 0, "gap_ev": [7.5, 5.8], "species": ["Au", "O", "C", "C", "C", "C", "C", "C", "C", "O", "N", "N", "C", "C", "C", "C", "C", "C", "C", "O", "H", "H", "H", "H", "H", "H", "H", "H", "H", "H", "O", "C", "C", "C", "C", "C", "C", "N", "H", "H", "H", "H", "H", "H", "H", "H", "H", "H", "H", "O", "C", "O", "C", "C", "C", "C", "O", "C", "O", "C", "C", "H", "H", "H", "H", "H"], "coordinates": [[0.6797, -0.0721, 0.8265], [6.1698, -0.3991, 0.5937], [5.9838, 0.4475, -0.4367], [7.0354, 0.5388, -1.3506], [6.9525, 1.3872, -2.4316], [5.8197, 2.1759, -2.6334], [4.7779, 2.0847, -1.7403], [4.8289, 1.2264, -0.6337], [3.6231, 1.1953, 0.2243], [2.6383, 1.8695, 0.0124], [3.7233, 0.3704, 1.3704], [2.5935, 0.0966, 1.9442], [2.6758, -0.4915, 3.1342], [1.6008, -0.6865, 4.0075], [1.9037, -1.3045, 5.2617], [0.9807, -1.4268, 6.2465], [-0.3255, -0.9124, 6.0330], [-0.6722, -0.3250, 4.8573], [0.2554, -0.2082, 3.7765], [-0.1667, 0.3229, 2.6933], [5.3939, -0.3330, 1.1859], [7.9078, -0.0768, -1.1808], [7.7769, 1.4365, -3.1315], [5.7586, 2.8438, -3.4806], [3.8790, 2.6704, -1.8745], [3.6698, -0.7817, 3.4647], [2.9123, -1.6696, 5.4137], [1.2347, -1.8978, 7.1852], [-1.0606, -0.9907, 6.8243], [-1.6651, 0.0668, 4.6845], [-1.4085, -0.7434, 0.0587], [-2.4223, -1.1818, 0.5937], [-2.7810, -2.6364, 0.5358], [-3.9368, -2.7134, -0.5041], [-3.9539, -1.5848, -1.5644], [-4.6370, -0.2688, -1.1392], [-3.8642, 0.5557, -0.1060], [-3.4303, -0.3396, 0.9818], [-3.0971, -3.0160, 1.5093], [-1.9090, -3.1978, 0.2080], [-4.8981, -2.7204, 0.0168], [-3.8595, -3.6718, -1.0174], [-4.4892, -1.9627, -2.4366], [-2.9350, -1.3775, -1.9047], [-5.6266, -0.5083, -0.7324], [-4.8036, 0.3487, -2.0256], [-4.4750, 1.3572, 0.3069], [-2.9690, 0.9967, -0.5398], [-4.2122, -0.8397, 1.3862], [1.4334, -1.1637, -3.0756], [1.0077, -0.5686, -2.1095], [1.5106, -0.7242, -0.9107], [-0.1952, 0.3303, -2.2420], [-0.2929, 1.5470, -1.5835], [-1.4307, 2.3553, -1.6994], [-2.4500, 1.8738, -2.4799], [-3.6757, 2.4398, -2.7244], [-4.2901, 1.6132, -3.7128], [-3.5103, 0.4291, -3.8460], [-2.3479, 0.6688, -3.1526], [-1.2299, -0.1165, -3.0769], [0.5443, 1.9090, -0.9976], [-1.5044, 3.3096, -1.1978], [-4.3157, 2.1462, -4.6680], [-5.2960, 1.3487, -3.3849], [-1.1344, -1.0508, -3.6119]], "atomic_forces_ev_per_a": [[-0.05, -0.06, 0.24], [-0.13, -0.01, 0.14], [0.00, 0.07, -0.03], [-0.02, 0.02, 0.00], [-0.01, 0.01, -0.03], [0.01, -0.01, 0.02], [-0.01, -0.03, -0.01], [-0.02, -0.05, 0.02], [0.19, -0.12, -0.11], [-0.21, 0.21, 0.00], [0.20, -0.09, 0.01], [0.07, 0.03, -0.13], [-0.22, 0.03, 0.03], [-0.02, -0.04, 0.05], [0.01, 0.02, -0.04], [-0.03, 0.00, 0.00], [0.02, -0.02, 0.03], [0.03, 0.03, -0.05], [0.02, -0.08, 0.08], [-0.02, 0.00, -0.14], [0.06, -0.02, -0.06], [0.01, -0.01, 0.01], [0.01, 0.01, 0.00], [-0.01, 0.00, -0.02], [-0.01, 0.00, 0.00], [0.04, 0.03, -0.02], [0.01, 0.00, -0.01], [-0.01, 0.00, 0.01], [-0.01, -0.01, 0.00], [-0.02, 0.00, 0.00], [-0.03, -0.18, 0.28], [-0.14, 0.11, -0.18], [0.01, -0.01, 0.05], [0.00, 0.02, -0.03], [-0.04, -0.09, 0.08], [-0.04, 0.00, 0.04], [-0.04, -0.04, 0.11], [0.04, -0.06, 0.18], [-0.03, -0.02, -0.02], [0.02, 0.02, 0.01], [-0.01, -0.01, 0.00], [0.00, -0.02, 0.02], [-0.02, 0.01, 0.00], [-0.16, -0.13, 0.09], [-0.02, -0.02, 0.00], [-0.07, -0.41, 0.59], [-0.01, 0.02, -0.01], [-0.22, -0.17, 0.34], [0.01, -0.02, -0.05], [0.04, 0.02, -0.10], [-0.23, -0.15, 0.17], [0.34, 0.09, 0.00], [-0.04, 0.13, -0.25], [0.05, 0.15, -0.05], [0.09, 0.01, -0.15], [0.28, 0.16, -0.41], [-0.09, -0.08, 0.04], [0.13, 0.23, -0.32], [0.01, 0.08, -0.14], [0.14, 0.24, -0.17], [0.13, 0.07, 0.04], [0.00, -0.02, -0.01], [0.00, 0.01, 0.02], [0.02, -0.01, 0.01], [-0.04, 0.12, -0.17], [0.01, 0.00, -0.03]]}

{"formula": "C5H10O2", "method": "wB97M-V/def2-TZVPD", "smiles": "C[C@@]1(CCO)CO1", "de_lowest_kcal_mol": 117.3, "lumo_ev": 0.954, "energy_ha": -346.8385, "largest_force_ev_per_a": 4.12, "homo_ev": -8.5, "total_charge": 0, "gap_ev": 9.4, "species": ["C", "C", "C", "C", "O", "C", "O", "H", "H", "H", "H", "H", "H", "H", "H", "H", "H"], "coordinates": [[1.2958, 1.0015, 0.7108], [0.5495, -0.2372, 0.3304], [-0.0413, -0.1899, -1.0357], [-1.4498, 0.8899, -0.9142], [-2.1095, -0.3863, -0.9714], [0.7906, -1.5061, 1.0281], [-0.3842, -0.7497, 1.3081], [2.2995, 0.9713, 0.2742], [0.7601, 1.8722, 0.3166], [1.3715, 1.0798, 1.7946], [-0.1444, -1.2720, -1.3842], [0.5147, 0.2946, -1.8120], [-1.7148, 1.4776, -1.8212], [-1.9933, 1.4851, -0.0992], [-1.8869, -0.7390, -0.0930], [1.5208, -1.5301, 1.8381], [0.6215, -2.4618, 0.5299]], "atomic_forces_ev_per_a": [[0.09, 0.11, 0.23], [0.46, 0.29, -0.16], [0.88, 1.95, 0.19], [0.03, -2.96, -0.87], [-4.08, -0.08, 0.58], [0.22, -0.13, -0.07], [-0.14, 0.11, 0.05], [-0.13, 0.09, 0.07], [0.17, -0.05, 0.16], [0.08, 0.09, 0.01], [-1.09, 1.73, 0.24], [1.24, 0.28, 0.00], [0.76, -0.72, 0.20], [2.06, -0.62, -0.20], [-0.45, -0.29, -0.33], [-0.13, 0.00, -0.12], [0.02, 0.20, 0.02]]}